Entry 1:
DFT (ωB97M-V/def2-TZVPD) results for an isolated ion of composition C4H11N4 and charge +1 at a distorted geometry.

The value obtained for the energy relative to the best compared isomer or geometry (same formula, charge and spin) is 5.553 eV. The charge is +1. The total energy is -10275.6370 eV. As for the HOMO-LUMO gap (alpha / beta): 8.62 / 8.62 eV. The value obtained for the HOMO energy (alpha / beta) is -14.055 / -14.055 eV. Its spin multiplicity is 1.

Positions of all 19 atoms, in Å:
C  -1.2729  -0.5118  0.2009
C  0.0211  0.6159  0.1174
C  -0.3784  1.6662  -0.9628
C  2.0552  -0.4019  0.9002
N  -1.0171  -1.6316  -0.2458
N  1.1662  -0.0151  -0.2008
N  -2.3462  0.0853  0.6552
N  0.2190  -1.9201  -0.5924
H  0.1165  1.0531  1.0548
H  -1.0902  1.2750  -1.6505
H  0.5351  2.0478  -1.5354
H  -0.5526  2.6101  -0.5773
H  2.6655  -1.2231  0.5125
H  2.6956  0.6004  1.1284
H  1.3830  -0.6038  1.8894
H  -2.1930  0.9901  0.9953
H  -3.2828  -0.0932  0.2520
H  0.7322  -2.8086  -0.3392
H  0.5438  -1.7347  -1.6019

Atoms 1-2, force components in eV/Å:
1.74 2.81 0.30
-1.08 0.09 -1.83

Here are the Mulliken charges for atoms 1 to 4, given in e: 0.5317 0.1191 -1.2953 -0.7497

=====

Entry 2:
DFT (ωB97M-V/def2-TZVPD) results for an isolated ion of composition C4H11N4 and charge +1 at a distorted geometry.

The value obtained for the energy relative to the best compared isomer or geometry (same formula, charge and spin) is 6.623 eV. The charge is +1. The total energy is -10274.5663 eV. As for the HOMO-LUMO gap (alpha / beta): 7.11 / 7.10 eV. The value obtained for the HOMO energy (alpha / beta) is -11.989 / -11.986 eV. Its spin multiplicity is 1.

Positions of all 19 atoms, in Å:
C  0.9186  -0.8285  -0.4632
C  -0.5532  -0.0152  1.1173
C  -1.0236  0.9273  2.1693
C  1.6650  1.1214  0.8014
N  0.6348  0.1032  0.5970
N  -0.2865  -1.6384  -0.6019
N  -0.8557  -0.7686  -2.7195
N  -1.0693  -1.5699  -1.5493
H  1.2956  -0.3634  -1.3729
H  1.7062  -1.6023  -0.1894
H  -0.4387  0.8411  3.0796
H  -2.1868  0.9458  2.3136
H  -0.9925  1.9860  1.8599
H  1.1196  1.9222  1.3501
H  2.3950  0.5358  1.4884
H  2.0765  1.4095  -0.1665
H  -1.6079  -0.9546  -3.3788
H  -0.9914  0.2144  -2.5879
H  -1.8055  -2.2659  -1.7472

Atoms 1-2, force components in eV/Å:
1.21 -1.29 -0.03
-0.55 -0.24 -0.59

Here are the Mulliken charges for atoms 1 to 4, given in e: -0.5114 0.0878 -1.2018 -0.8126